# 1
56
Properties=species:S:1:pos:R:3:forces:R:3 method="wB97M-V/def2-TZVPD" total_energy_ev=-136758.1268 relative_energy_ev=0.852 charge=-1 homo_ha=-0.222
C -0.189 -1.374 4.052 -0.080 -0.100 -0.187
H -4.915 0.951 -2.302 0.116 -0.135 -0.018
H -2.585 -0.961 -4.171 0.021 0.138 -0.081
C 2.029 -0.553 3.497 0.186 0.045 -0.030
O 5.990 -0.732 -0.928 -1.541 -0.248 -2.366
Br 1.870 -2.506 0.035 0.039 0.094 -0.638
C -2.646 1.635 -4.705 -0.027 0.333 -0.140
C -2.968 -0.379 -3.327 -0.037 -0.199 0.182
S 4.999 -1.104 -1.976 0.910 0.175 3.448
C 1.566 -1.350 5.779 0.252 -0.065 0.059
I 6.372 -1.354 -4.007 -0.109 0.004 -0.071
H 4.053 -0.250 2.838 -0.033 -0.010 -0.015
O 1.797 0.788 -1.225 1.146 -2.104 -1.079
H 3.927 -0.519 4.572 0.008 -0.029 -0.005
N 1.230 -1.399 4.368 -0.221 -0.168 0.027
H -0.708 1.868 -3.712 -0.016 0.054 0.068
H -1.142 3.179 -4.791 -0.016 -0.013 -0.005
C 3.523 -0.819 3.602 0.056 0.061 0.084
H 2.573 -1.762 5.899 0.018 0.053 -0.083
C -4.236 1.630 -2.826 0.020 0.129 -0.024
H -1.103 0.193 5.273 0.055 0.053 0.001
H -3.798 -0.975 -2.927 -0.087 0.128 -0.002
H -0.420 0.783 3.748 0.030 -0.023 0.005
H 2.039 -0.059 7.444 0.006 -0.012 -0.017
O 4.396 -2.419 -1.713 0.263 1.781 -1.075
N -3.521 0.868 -3.831 -0.097 -0.268 -0.203
C 1.527 0.011 6.481 -0.045 0.030 0.193
H -5.744 2.382 -4.189 0.056 -0.030 -0.025
O 1.889 0.492 -3.628 1.021 -1.772 1.548
H 0.920 -2.048 6.319 -0.121 0.017 -0.126
H -2.165 0.372 -1.433 -0.006 0.027 -0.025
H -3.273 2.301 -5.308 -0.059 -0.018 0.078
H -3.562 2.046 -2.063 -0.043 0.054 0.069
H -0.934 0.050 -2.665 -0.007 0.058 0.087
H -2.193 0.955 -5.431 -0.028 -0.144 0.130
H 3.744 -1.876 3.446 -0.042 -0.005 0.017
H 1.842 0.516 3.674 0.038 0.055 -0.041
N 4.040 0.157 -2.281 -0.219 -1.961 0.237
H -0.695 -2.146 4.640 0.100 0.011 0.103
C -0.940 -0.050 4.223 -0.170 0.028 0.057
C -1.883 -0.289 -2.254 0.100 -0.101 -0.019
H -1.925 -0.126 3.758 0.027 -0.014 -0.016
H 1.737 -0.749 2.463 -0.186 -0.010 0.042
H 0.508 0.338 6.685 0.008 0.069 -0.074
H -4.454 3.545 -3.843 -0.017 -0.019 -0.013
H 1.518 -3.600 -3.462 -0.702 -0.460 -0.404
C -5.073 2.756 -3.414 -0.001 0.096 0.011
H -1.707 -1.279 -1.826 -0.002 0.025 -0.012
H -1.912 3.066 -3.214 -0.033 -0.019 -0.002
H -5.683 3.211 -2.631 0.027 -0.001 0.010
H -0.300 -1.692 3.011 0.129 0.052 -0.019
P 1.464 -1.922 -2.132 -0.668 -1.682 -0.169
C -1.543 2.477 -4.056 0.164 -0.054 -0.041
H 2.029 0.789 5.904 -0.007 -0.030 -0.039
S 2.418 -0.014 -2.321 -0.571 4.477 -0.747
O 2.214 -3.053 -3.121 0.397 1.646 1.349

---

# 2
53
Properties=species:S:1:pos:R:3:forces:R:3 method="wB97M-V/def2-TZVPD" multiplicity=2 total_energy_ev=-32775.1749 relative_energy_ev=0.000 s2=0.7550 charge=+1 homo_ha="-0.422 / -0.421"
H -3.070 2.263 -1.579 -0.035 -0.259 -0.152
H 0.212 3.844 -1.249 -0.225 -0.021 -0.166
H -1.321 1.766 3.314 -0.012 0.014 -0.101
H -2.247 -2.202 -1.339 0.059 -0.006 0.038
H 1.385 -0.231 -1.603 -0.039 0.154 0.044
H 0.980 5.008 0.806 0.027 0.007 0.206
H 1.838 3.494 0.501 -0.066 0.031 -0.113
O -2.967 0.293 -0.887 -0.229 0.049 -0.221
H 4.094 -2.209 1.899 0.012 -0.057 -0.007
C 2.445 0.110 1.753 -0.802 0.308 0.437
H 3.863 -0.100 0.121 -0.222 -0.089 -0.061
H 2.264 1.162 1.518 0.195 -0.071 -0.277
O -0.448 2.234 -0.324 0.103 -0.140 -0.629
O -1.999 -1.407 1.939 0.008 -0.421 1.073
C -1.736 -1.466 -1.963 -0.144 0.116 -0.204
H -3.152 -1.022 3.590 -0.047 -0.096 0.183
H -1.808 -2.186 3.861 -0.117 0.005 0.220
H 0.629 3.532 1.762 -0.215 0.157 0.015
C -2.653 -0.276 -2.152 0.515 0.285 0.287
H -3.769 1.962 -0.018 -0.162 -0.283 0.056
H 3.438 -2.230 -2.875 0.066 0.058 0.084
O -1.144 0.929 2.877 -0.054 -0.228 0.424
H 1.750 -0.777 -3.966 -0.015 0.080 0.093
C 0.509 -0.462 -2.213 0.385 -0.126 0.296
H -2.138 -2.332 1.721 -0.037 0.028 -0.039
H -4.632 1.393 -1.482 -0.031 -0.015 0.013
H 4.581 -0.102 1.717 -0.070 0.032 -0.026
H -3.559 -0.598 -2.672 -0.049 0.063 -0.019
C -2.108 -1.255 3.386 -0.133 0.027 -1.131
C -0.200 3.574 -0.262 0.300 0.053 0.967
H -0.071 -2.087 -1.157 0.435 0.272 0.255
C -1.219 -0.124 3.858 -0.014 0.634 0.277
N -0.433 -1.151 -1.326 -0.877 -0.562 -0.421
Ag -1.004 0.207 0.600 0.325 0.153 -0.269
C -3.657 1.527 -1.011 0.261 0.363 0.080
H 0.141 -1.483 -4.094 0.020 0.061 -0.065
H 2.542 -2.056 -1.330 0.025 0.109 -0.015
H -2.137 0.484 -2.755 -0.192 -0.014 -0.106
O 3.637 -1.860 1.129 0.042 -0.130 -0.014
H 1.579 -1.541 1.221 0.096 -0.050 0.013
H -1.669 0.295 4.762 0.045 -0.183 0.074
O 1.401 -2.583 -3.018 0.009 -0.159 0.382
H -0.214 -0.445 4.130 0.075 -0.124 -0.329
H 0.078 0.495 -2.505 0.038 -0.013 -0.217
C 0.965 -1.301 -3.404 -0.124 0.097 -0.226
H 2.789 -3.653 -2.020 0.080 0.002 -0.072
C 2.611 -2.609 -2.269 -0.251 -0.142 -0.222
C 0.873 3.925 0.775 0.166 -0.047 -0.274
O 1.309 -0.615 1.275 0.215 0.219 0.057
H 2.466 0.083 2.853 0.135 -0.314 -0.111
H -1.127 4.133 -0.088 0.000 0.133 -0.213
C 3.710 -0.439 1.147 0.534 0.140 0.071
H -1.605 -1.914 -2.954 -0.005 -0.101 0.054

---

# 3
51
Properties=species:S:1:pos:R:3:forces:R:3 method="wB97M-V/def2-TZVPD" total_energy_ev=-53346.5416 charge=+1 homo_ha=-0.357
H 3.143 1.297 -1.719 -0.040 -0.001 -0.018
H 0.454 2.870 0.829 0.021 -0.002 -0.005
H -1.015 2.114 0.221 -0.007 0.008 0.025
C 2.652 3.193 -0.798 0.023 -0.089 0.131
H 0.683 -2.318 -0.753 -0.005 -0.028 0.045
H 0.214 -1.922 4.342 0.045 0.012 -0.034
H 3.889 1.564 -0.140 0.012 0.002 0.004
H -1.374 -0.624 0.751 -0.013 0.010 0.150
C 1.544 -3.172 2.098 -0.033 -0.074 0.025
H -2.307 -1.433 2.693 0.038 0.036 -0.080
H -0.847 3.860 0.157 0.067 0.042 0.051
H 0.494 1.704 -1.527 0.062 0.009 0.023
H 1.195 6.884 -1.119 0.011 0.003 -0.012
F -3.195 -5.667 -1.457 0.271 0.204 -0.034
N 1.523 3.487 -1.661 0.006 0.046 -0.067
H 2.187 1.137 -0.235 -0.002 -0.003 0.004
H -0.062 -0.828 -1.288 -0.027 0.048 0.040
P -4.411 -3.581 -3.451 -0.043 1.252 -0.541
H -1.798 -2.943 3.392 0.064 -0.061 -0.032
H -2.904 -4.918 -4.288 0.267 -0.118 -0.310
H 2.308 5.236 -2.415 0.048 -0.059 0.043
S -4.032 -4.339 -1.386 -0.659 -0.382 1.050
H -0.281 -4.311 2.273 -0.057 0.070 0.082
C 2.979 1.709 -0.722 0.024 -0.008 0.014
C 0.119 -3.512 1.644 0.211 -0.152 -0.066
H -1.132 -0.849 4.667 -0.019 0.004 -0.005
C -0.302 2.924 0.045 -0.097 -0.053 -0.092
H 2.223 -3.971 1.798 -0.002 -0.008 -0.005
C 0.304 2.768 -1.358 -0.146 -0.232 0.036
H 0.329 -0.723 1.160 -0.007 0.009 -0.045
H 2.512 3.575 0.227 0.028 -0.004 -0.008
H -3.138 -3.449 -0.878 0.434 -0.153 -0.266
H -0.001 5.769 -0.488 0.006 -0.040 0.049
H -1.052 -2.274 -1.088 0.016 -0.042 0.002
N -0.863 -2.436 1.609 -0.360 -0.139 -0.124
O -3.095 -3.970 -4.232 -0.022 -0.317 0.280
H 1.618 -3.076 3.178 0.002 0.078 -0.002
H 1.909 -2.249 1.646 -0.004 0.006 -0.017
H 3.521 3.715 -1.203 -0.034 0.077 -0.022
H 0.615 5.009 -2.736 -0.046 -0.066 0.019
Cl -5.752 -4.989 -3.892 -0.091 -0.411 -0.019
C -0.523 -1.276 3.870 -0.020 -0.064 0.036
C 1.373 4.902 -1.957 0.056 0.198 -0.094
H 0.178 -3.949 0.643 -0.012 0.070 -0.027
C -1.422 -2.045 2.896 -0.138 0.104 0.173
H 1.675 5.681 0.069 0.016 -0.014 0.003
H 0.000 -0.452 3.384 -0.003 0.007 -0.017
C -0.214 -1.708 -0.662 0.052 0.031 -0.227
H -0.445 3.038 -2.106 0.032 0.120 -0.010
C -0.518 -1.304 0.768 0.136 0.064 -0.052
C 1.040 5.852 -0.800 -0.060 0.009 -0.058

---

# 4
51
Properties=species:S:1:pos:R:3:forces:R:3 method="wB97M-V/def2-TZVPD" total_energy_ev=-25177.0572 relative_energy_ev=1.887 charge=+1 homo_ha=-0.442
Rb 0.923 -4.098 1.162 0.107 0.559 -0.223
H 2.791 1.689 -0.119 0.127 -0.048 0.242
H 1.193 1.016 0.211 -0.010 0.211 -0.022
H -1.772 -2.791 -2.236 0.306 -0.060 0.344
H -3.420 -0.393 -2.739 -0.212 0.501 -0.550
H 1.610 1.706 -1.381 -0.020 -0.369 -0.064
H -1.887 -1.409 -0.466 0.614 0.177 0.139
H -4.221 -3.498 -1.628 -0.201 -0.048 -0.066
C -1.982 1.732 -0.312 -2.037 3.864 -1.546
C 2.432 -0.265 -0.975 -1.866 0.332 -1.106
H 2.714 0.244 5.407 -0.065 0.038 0.123
C 2.055 0.717 4.679 0.599 0.242 -0.539
H 3.621 -0.537 1.857 0.194 -0.321 0.100
C 3.477 -0.131 -2.002 1.840 -0.072 0.483
H -0.741 0.675 0.456 0.773 -0.660 0.754
C 3.616 -0.175 2.886 0.208 0.705 -0.066
C 2.188 0.018 3.328 -0.109 0.906 0.676
Rb -2.486 -1.395 2.425 0.255 0.486 -0.462
H 4.325 0.307 -1.475 0.451 -0.007 -0.199
H -1.488 3.052 -2.092 -0.580 0.068 0.395
F -0.050 -1.313 0.698 -0.396 -0.629 0.486
O 1.335 -0.905 -1.646 -0.095 -0.265 -0.100
H -2.448 -1.033 -4.085 0.062 -0.375 0.208
C -2.959 2.825 0.206 -1.246 -1.292 -0.750
H 4.143 -0.829 3.579 -0.039 -0.202 -0.177
H 1.042 0.779 5.075 -0.021 -0.232 -0.218
C -1.049 2.456 -1.291 0.825 -0.817 -0.692
H -1.727 -0.156 -2.701 0.446 -0.405 -0.016
O 1.566 -1.236 3.397 -0.907 -1.466 -0.147
H 4.154 0.774 2.871 0.015 0.109 0.027
H 0.697 -1.046 -0.943 -0.599 -0.196 0.353
H -3.507 3.287 -0.615 0.171 0.148 -0.074
H 1.632 0.597 2.591 0.115 0.312 -0.157
H -4.672 -2.267 -2.846 -0.115 -0.113 0.102
C 1.973 1.109 -0.545 0.270 0.241 0.824
H -0.387 1.792 -1.847 -0.020 -0.432 0.102
H 1.161 -1.319 2.531 -0.392 -0.205 -0.418
H 2.669 -0.928 -0.143 0.604 0.264 0.268
O -2.747 -1.747 -0.726 -0.202 -0.109 0.335
H 3.785 -1.116 -2.353 -0.035 0.191 -0.427
H 2.398 1.735 4.493 0.085 0.133 0.388
H -2.549 3.598 0.855 0.403 -0.305 -0.146
H 3.231 0.582 -2.788 -0.306 -0.399 -0.112
H -3.719 2.250 0.734 -0.211 0.327 0.533
C -2.482 -0.880 -3.007 -0.990 0.065 1.337
C -2.625 -2.129 -2.088 -0.252 -0.526 -2.213
H -2.530 0.861 -0.672 -0.264 0.340 -0.879
H -3.688 -3.672 -3.298 0.165 0.184 -0.025
H -0.364 3.078 -0.715 -0.228 0.224 0.133
C -3.891 -2.948 -2.509 0.761 0.644 0.704
O -1.340 1.341 0.801 2.018 -1.716 2.336

---

# 5
51
Properties=species:S:1:pos:R:3:forces:R:3 method="wB97M-V/def2-TZVPD" smiles=COCCNCCOC.COCCNCCOC.O total_energy_ev=-26177.5456 relative_energy_ev=0.064 homo_ha=-0.314
O -3.750 -3.321 -2.503 0.239 -0.015 0.136
H -3.076 -1.705 -3.637 -0.392 0.271 -0.030
C -2.665 -2.714 1.597 -0.913 1.235 0.774
H -2.150 -3.664 1.471 0.025 0.018 -0.219
H -3.757 -2.873 1.659 0.125 -0.368 -0.066
H -2.570 -2.834 3.714 -0.070 0.264 0.266
C 5.211 2.000 -0.143 -0.170 0.605 -0.673
O 0.195 1.851 0.305 -0.387 -0.143 0.083
H -2.633 -0.825 0.945 0.130 0.015 0.134
C 6.780 1.302 -1.793 0.373 -0.621 1.225
C 0.399 3.030 -0.472 0.765 0.331 0.828
H -0.270 -1.463 0.234 0.001 0.196 -0.035
H 2.423 2.534 0.530 0.217 -0.310 0.131
H -3.015 -0.887 5.191 -0.025 -0.015 0.031
H 5.617 2.970 -0.461 -0.124 0.040 -0.023
C -2.508 -0.313 4.413 0.152 0.276 -0.291
H -3.176 -3.227 -4.524 0.370 -0.104 0.418
H 5.206 2.038 0.947 -0.132 -0.396 0.013
N 2.790 2.730 -0.388 0.139 1.003 -0.657
C -2.725 -2.996 -1.574 -0.078 -0.686 -0.159
C -3.649 -2.627 -3.728 -0.292 -0.817 -0.661
H -1.431 -0.297 4.609 0.002 -0.094 0.050
H -0.520 3.352 -0.969 0.117 -0.313 -0.440
H -4.239 -1.840 -0.464 -0.046 -0.587 -0.200
H -1.194 1.031 1.622 0.587 -0.075 0.057
C -3.161 -1.862 -0.676 0.288 1.102 0.096
H -1.815 -2.740 -2.122 0.117 0.138 0.160
H -1.831 1.898 0.302 -0.302 0.805 0.255
H -4.668 -2.533 -4.112 0.079 0.710 0.231
C 3.818 1.775 -0.767 0.159 -0.617 1.448
H -2.484 -3.899 -1.007 -0.224 -0.012 0.056
H -1.000 2.774 1.734 -0.339 0.313 -0.251
N -2.392 -1.729 0.560 0.579 -0.253 -0.421
H -2.861 0.717 4.405 -0.097 -0.049 0.139
O 0.605 -1.065 0.088 -0.127 0.025 0.024
H 6.171 1.414 -2.691 -0.241 0.213 0.138
H -2.957 -0.943 -1.240 -0.187 0.041 0.091
H 7.379 2.185 -1.557 0.006 0.164 -0.516
C -2.242 -2.114 2.954 0.519 -1.301 -0.824
O -2.776 -0.834 3.126 -0.244 0.005 0.064
H 0.646 3.817 0.259 -0.120 0.231 -0.228
H 3.993 1.731 -1.839 -0.445 0.051 -0.142
H 0.448 -0.107 0.078 0.083 -0.186 -0.022
H -1.145 -2.096 2.963 0.062 0.241 0.200
H 1.520 1.825 -1.812 -0.048 0.081 -0.261
C -1.019 1.938 1.037 0.003 -0.967 -0.325
O 6.071 0.965 -0.595 -0.145 0.133 -0.242
C 1.648 2.793 -1.313 -0.074 -0.408 0.647
H 3.487 0.804 -0.373 0.266 -0.342 -0.669
H 7.452 0.455 -1.941 0.020 0.139 -0.189
H 1.820 3.581 -2.043 -0.205 0.033 -0.147

---

no.,molecular weight (u)
1,599.31
2,410.26
3,337.89
4,430.32
5,284.40